The following is a DFT calculation (the ωB97M-V functional and the def2-TZVPD basis) of the molecule C7H10.

Structure (XYZ):
```
17
C7H10 | the Open Molecules 2025 dataset | the ωB97M-V functional and the def2-TZVPD basis
C -1.729 -1.232 -0.066
C -0.468 -0.671 -0.672
C -0.040 0.803 -0.723
C -0.812 1.938 -0.097
C 0.569 -0.138 0.204
C 1.550 -0.330 1.015
C 2.781 -0.767 1.000
H -2.630 -1.129 -0.679
H -1.553 -2.298 0.116
H -1.895 -0.762 0.906
H -0.022 -1.263 -1.476
H 0.627 1.058 -1.547
H -0.108 2.755 0.091
H -1.637 2.314 -0.709
H -1.202 1.618 0.874
H 3.041 -1.089 -0.005
H 3.528 -0.808 1.768
```

Properties
HOMO-LUMO gap in eV: 9.7642
E_HOMO in eV: -8.76
Net charge: 0
Strongest force on any atom in eV/Å: 0.888

***

The following is a DFT calculation (the ωB97M-V functional and the def2-TZVPD basis) of a structure of composition C7H10AlClNO4 in a non-equilibrium geometry.

Structure (XYZ):
```
24
C7H10AlClNO4 | the Open Molecules 2025 dataset | the ωB97M-V functional and the def2-TZVPD basis
C -0.843 0.958 -2.026
C 0.540 0.814 -2.327
C 1.288 1.564 -1.370
C 0.359 2.218 -0.498
C -0.962 1.837 -0.904
Al 0.081 -0.171 -0.003
N -1.646 -0.844 0.138
C -0.105 -2.347 -0.188
C 0.945 -1.766 -0.993
H 2.379 1.759 -1.419
H 0.962 0.263 -3.189
H 0.607 3.068 0.180
H -1.895 2.362 -0.604
H -1.674 0.632 -2.685
H 0.908 -1.968 -2.086
H -0.914 -2.922 -0.679
H -2.441 -1.053 0.901
H 2.001 -1.822 -0.638
H 0.145 -2.728 0.824
O -1.190 -0.678 3.916
Cl 0.045 0.024 3.581
O 0.010 1.401 4.012
O 1.206 -0.718 4.009
O 0.193 0.117 2.051
```

Properties
HOMO-LUMO gap (alpha / beta) in eV: 7.3939 / 7.3965
E_HOMO (alpha / beta) in eV: -4.02 / -4.02
Net charge: -1
Strongest force on any atom in eV/Å: 3.486

***

The following is a DFT calculation (the ωB97M-V functional and the def2-TZVPD basis) of a structure of composition C7H10BDyF4N in a non-equilibrium geometry.

Structure (XYZ):
```
24
C7H10BDyF4N | the Open Molecules 2025 dataset | the ωB97M-V functional and the def2-TZVPD basis
C -0.954 0.910 -1.868
C 0.435 0.690 -2.115
C 1.191 1.589 -1.290
C 0.241 2.375 -0.535
C -1.069 1.968 -0.916
Dy 0.003 -0.153 0.246
N -2.001 -0.711 0.055
C 0.071 -2.582 -0.292
C 1.112 -2.054 -0.976
H 2.282 1.668 -1.247
H 0.856 -0.064 -2.801
H 0.492 3.185 0.162
H -2.009 2.398 -0.542
H -1.769 0.392 -2.371
H 1.068 -1.867 -2.045
H -0.888 -2.828 -0.740
H -3.015 -0.593 0.181
H 2.110 -1.935 -0.552
H 0.152 -2.961 0.732
F 1.054 0.536 2.149
B 0.291 0.089 3.492
F 1.255 -0.614 4.233
F -0.135 1.279 4.085
F -0.773 -0.716 2.957
```

Properties
HOMO-LUMO gap (alpha / beta) in eV: 5.6659 / 6.2713
E_HOMO (alpha / beta) in eV: -2.58 / -3.20
⟨S²⟩: 9.50
Net charge: -1
Strongest force on any atom in eV/Å: 3.396
Spin multiplicity: 6

***

The following is a DFT calculation (the ωB97M-V functional and the def2-TZVPD basis) of the molecule C7H10BN in a non-equilibrium geometry.

Structure (XYZ):
```
19
C7H10BN | the Open Molecules 2025 dataset | the ωB97M-V functional and the def2-TZVPD basis
B 0.057 0.088 3.159
C -1.169 -0.353 -1.884
C -1.524 0.929 -1.301
C -0.364 -1.198 -1.211
C -1.162 1.441 -0.107
C 0.287 -0.690 0.051
C -0.446 0.473 0.734
C 1.634 -0.158 -0.584
N -0.596 0.415 2.014
H 0.868 0.768 3.585
H -0.694 -0.551 3.917
H -1.702 -0.760 -2.768
H -2.327 1.391 -1.877
H 0.177 -2.072 -1.547
H -1.327 2.490 0.217
H 0.558 -1.493 0.813
H 1.582 0.719 -1.223
H 2.293 0.089 0.258
H 1.970 -0.923 -1.201
```

Properties
HOMO-LUMO gap in eV: 8.4761
E_HOMO in eV: -8.56
Net charge: 0
Strongest force on any atom in eV/Å: 3.822

***

The following is a DFT calculation (the ωB97M-V functional and the def2-TZVPD basis) of a structure of composition C7H10BrNRh in a non-equilibrium geometry.

Structure (XYZ):
```
20
C7H10BrNRh | the Open Molecules 2025 dataset | the ωB97M-V functional and the def2-TZVPD basis
C 1.230 -2.082 -0.461
C 0.474 -1.522 -1.546
C -0.862 -1.222 -1.054
C -0.895 -1.623 0.340
C 0.352 -2.218 0.655
Rh 0.614 0.139 -0.252
N 0.144 -0.925 3.168
C 1.869 1.319 -0.975
C 0.696 1.283 -1.881
H -1.678 -0.769 -1.613
H 0.828 -1.380 -2.555
H -1.757 -1.508 1.006
H 0.572 -2.775 1.568
H 2.234 -2.473 -0.545
H 0.816 0.731 -2.813
H 1.981 2.249 -0.391
H 0.321 0.036 3.508
H 0.029 2.159 -1.829
H 2.806 0.911 -1.358
Br -0.822 1.521 1.269
```

Properties
HOMO-LUMO gap (alpha / beta) in eV: 5.3362 / 6.8980
E_HOMO (alpha / beta) in eV: -1.49 / -3.95
⟨S²⟩: 6.02
Net charge: -1
Strongest force on any atom in eV/Å: 4.468
Spin multiplicity: 5

***

The following is a DFT calculation (the ωB97M-V functional and the def2-TZVPD basis) of a structure of composition C7H10ClCoNO4 in a non-equilibrium geometry.

Structure (XYZ):
```
24
C7H10ClCoNO4 | the Open Molecules 2025 dataset | the ωB97M-V functional and the def2-TZVPD basis
C 1.112 -1.313 -1.798
C 0.578 -0.183 -2.478
C -0.841 -0.221 -2.364
C -1.185 -1.375 -1.606
C 0.021 -2.049 -1.251
Co 0.070 0.001 -0.098
N 0.892 -0.547 1.313
C 1.582 1.746 0.850
C 1.173 2.095 -0.415
H -1.538 0.513 -2.773
H 1.153 0.571 -3.018
H -2.193 -1.679 -1.319
H 0.095 -2.960 -0.656
H 2.169 -1.562 -1.687
H 1.852 2.000 -1.267
H 2.592 1.370 1.037
H 1.523 -0.915 2.035
H 0.239 2.648 -0.566
H 0.990 2.012 1.729
O -1.547 0.976 3.905
Cl -2.075 -0.031 2.892
O -2.067 -1.424 3.507
O -3.499 0.342 2.499
O -1.096 -0.016 1.527
```

Properties
HOMO-LUMO gap (alpha / beta) in eV: 7.6844 / 8.0893
E_HOMO (alpha / beta) in eV: -4.14 / -4.57
⟨S²⟩: 6.05
Net charge: -1
Strongest force on any atom in eV/Å: 7.533
Spin multiplicity: 5